Entry 1:
Here is a 2-piece molecular cluster, C6H7ClN3S overall in a non-equilibrium geometry from the OMol25 dataset. Energies are from wB97M-V/def2-TZVPD.

Results
HOMO-LUMO gap (spin up / spin down) (eV): 7.92 / 7.92
Net charge: +1
ΔE to the lowest compared entry with this formula, charge and spin (kJ/mol): 518.2

```
18
Properties=species:S:1:pos:R:3:lowdin_charge:R:1
Cl -2.836 1.501 0.827 0.70
S -3.874 -1.535 -0.490 0.90
N -1.401 -0.676 0.164 -0.10
N 1.372 3.045 -0.887 0.15
N 1.082 -1.609 -0.014 0.24
C -1.401 0.698 0.166 -0.68
C -0.350 1.415 -0.177 -0.06
C -2.202 -1.602 -0.105 -0.57
C 3.079 -0.199 0.680 0.15
C 0.489 2.288 -0.583 -0.21
C 2.091 -1.001 0.370 -0.04
H -1.740 -2.628 -0.237 0.10
H 3.416 0.621 0.043 0.11
H 3.332 -0.328 1.663 0.07
H 0.153 -1.156 -0.153 0.07
H 1.074 -2.618 -0.293 0.19
H -3.821 -0.220 -0.556 -0.17
H 1.536 4.004 -0.419 0.15
```

=====

Entry 2:
Here is a 4-piece molecular cluster, C2H13N2O3 overall in a non-equilibrium geometry from the OMol25 dataset. Energies are from wB97M-V/def2-TZVPD.

Results
HOMO-LUMO gap (eV): 9.10
Net charge: +1
ΔE to the lowest compared entry with this formula, charge and spin (kJ/mol): 206.4

```
20
Properties=species:S:1:pos:R:3:lowdin_charge:R:1
O 3.001 -1.009 -0.247 -0.01
O 0.593 2.210 -1.461 -0.07
O -1.076 -0.032 3.028 -0.11
N -1.901 -0.905 -1.847 0.09
N 0.355 0.084 0.927 0.16
C -1.222 -0.825 -0.698 -0.20
C -0.668 0.239 -0.111 -0.15
H -1.145 0.216 4.020 0.11
H -2.120 -1.775 -2.367 0.14
H -0.864 1.315 -0.191 0.11
H 0.141 -0.674 1.563 0.12
H 0.436 0.928 1.434 0.13
H 0.674 2.476 -2.406 0.08
H -2.000 -0.100 -2.410 0.09
H 1.348 2.725 -1.182 0.04
H -1.680 -0.851 2.995 0.10
H 1.238 -0.165 0.419 0.13
H -1.125 -1.741 -0.071 0.14
H 3.669 -1.587 -0.005 0.02
H 3.448 -0.858 -1.080 0.06
```

=====

Entry 3:
Here is a single CH2ClPS molecule in a non-equilibrium geometry from the OMol25 dataset. Energies are from wB97M-V/def2-TZVPD.

Results
HOMO-LUMO gap (eV): 9.76
Structure (SMILES): ClP1CS1
ΔE to the lowest compared entry with this formula, charge and spin (kJ/mol): 13.8

```
6
Properties=species:S:1:pos:R:3:lowdin_charge:R:1
Cl 1.495 -1.834 -0.605 0.03
S -1.619 -0.397 0.268 0.43
P -0.056 -0.433 -1.145 0.30
C -0.100 0.617 0.335 -0.83
H 0.821 0.404 0.944 0.03
H -0.541 1.643 0.202 0.03
```

=====

Entry 4:
Here is C3H6N2O2S as an isolated structure in a non-equilibrium geometry from the OMol25 dataset. Energies are from wB97M-V/def2-TZVPD.

Results
HOMO-LUMO gap (eV): 9.45
ΔE to the lowest compared entry with this formula, charge and spin (kJ/mol): 716.6

```
14
Properties=species:S:1:pos:R:3:lowdin_charge:R:1
S 0.993 0.485 0.491 0.92
O -1.322 -1.175 0.659 0.00
O 0.158 -1.005 -1.714 -0.17
N -0.960 2.179 -0.740 0.06
N 0.161 0.347 -2.000 -0.22
C -0.234 -0.834 1.124 -0.76
C 0.284 -1.402 2.331 -0.16
C 0.014 1.267 -0.824 -0.65
H -0.243 0.759 -3.008 0.21
H 1.357 -0.747 3.014 0.19
H 0.158 -2.601 2.290 0.13
H -0.989 -1.090 -1.709 0.22
H -0.956 2.582 0.297 0.09
H -0.688 -1.095 3.094 0.15
```